# 1
Molecular formula: C36H38BF4N6S3Sr
Method: DFT, the ωB97M-V functional and the def2-TZVPD basis

```
89
Properties=species:S:1:pos:R:3:lowdin_charge:R:1
Sr -1.648 0.845 -1.345 1.532
C 0.572 1.144 -3.740 -0.116
N -0.902 1.119 -3.678 -0.280
C -1.500 2.382 -4.142 -0.124
C -1.204 3.537 -3.191 -0.265
C -1.367 4.848 -3.614 -0.015
C -1.102 5.869 -2.718 -0.055
C -0.678 5.557 -1.435 -0.046
C -0.551 4.225 -1.089 -0.103
N -0.813 3.232 -1.949 0.036
C -1.470 -0.063 -4.366 -0.103
C -1.233 -1.373 -3.619 -0.272
C -0.702 -2.481 -4.245 -0.022
C -0.665 -3.686 -3.552 -0.044
C -1.147 -3.752 -2.259 -0.107
C -1.621 -2.578 -1.684 -0.124
N -1.657 -1.412 -2.342 -0.017
C 1.250 0.177 -2.779 -0.284
C 2.285 -0.630 -3.198 -0.025
C 3.007 -1.338 -2.237 -0.044
C 2.650 -1.228 -0.911 -0.078
C 1.550 -0.443 -0.581 -0.106
N 0.862 0.254 -1.490 0.029
H 0.906 2.138 -3.449 0.125
H 0.925 0.959 -4.762 0.127
H -2.585 2.255 -4.182 0.114
H -1.170 2.640 -5.156 0.136
H -1.706 5.056 -4.622 0.117
H -1.222 6.902 -3.019 0.107
H -0.464 6.329 -0.708 0.109
H -0.250 3.918 -0.093 0.091
H -1.082 -0.153 -5.388 0.128
H -2.554 0.071 -4.430 0.125
H -0.344 -2.410 -5.264 0.113
H -0.258 -4.572 -4.026 0.112
H -1.141 -4.674 -1.695 0.083
H -1.977 -2.563 -0.658 0.103
H 2.533 -0.695 -4.251 0.111
H 3.831 -1.978 -2.527 0.113
H 3.181 -1.762 -0.136 0.096
H 1.199 -0.372 0.444 0.085
C -1.798 2.522 1.513 -0.296
C -0.526 2.381 2.071 -0.246
C -0.267 0.990 2.230 -0.247
C -1.386 0.293 1.783 -0.294
C -2.342 1.222 1.266 -0.399
C -3.833 0.991 1.456 -0.065
C -1.607 -1.197 1.894 -0.058
C 1.003 0.390 2.777 -0.069
C 0.473 3.465 2.379 -0.073
C -2.576 3.798 1.313 -0.066
H -4.098 1.038 2.520 0.081
H -4.172 0.018 1.082 0.063
H -4.436 1.742 0.935 0.068
H -1.729 -1.511 2.936 0.082
H -0.787 -1.797 1.484 0.015
H -2.522 -1.496 1.373 0.058
H 1.058 0.458 3.870 0.074
H 1.898 0.891 2.388 0.071
H 1.081 -0.673 2.522 0.054
H 0.864 3.378 3.399 0.071
H 0.026 4.461 2.291 0.058
H 1.347 3.437 1.712 0.068
H -3.286 3.967 2.133 0.078
H -3.167 3.779 0.391 0.071
H -1.929 4.681 1.272 0.049
F -4.526 1.221 -3.952 0.080
B -4.748 1.249 -2.548 -1.226
F -3.779 2.174 -1.995 0.000
F -4.414 -0.010 -2.000 0.082
F -6.027 1.650 -2.234 0.152
S 5.838 -5.501 2.572 0.494
C 4.304 -4.908 2.252 -1.129
S 3.538 -5.038 0.711 0.922
C 2.132 -4.125 1.245 -1.167
N 2.249 -3.761 2.490 0.008
N 3.451 -4.224 3.040 -0.157
C 3.658 -3.852 4.408 -0.204
C 3.193 -2.610 4.825 -0.014
C 3.347 -2.227 6.149 -0.086
C 3.959 -3.079 7.059 -0.106
C 4.411 -4.321 6.634 -0.089
C 4.260 -4.716 5.310 -0.052
S 0.872 -3.762 0.146 0.523
H 2.704 -1.961 4.111 0.095
H 2.981 -1.258 6.466 0.099
H 4.077 -2.780 8.094 0.094
H 4.879 -5.000 7.336 0.098
H 4.611 -5.682 4.978 0.071
```

Values from the calculation:
energy relative to the best compared isomer or geometry (same formula, charge and spin)	27.5	kcal per mole
HOMO energy	-4.091	eV
E	-3373.19056	Ha
gap between HOMO and LUMO	5.9	eV
charge	-1

=====

# 2
Molecular formula: C36H38BN6O3RuS
Method: DFT, the ωB97M-V functional and the def2-TZVPD basis

```
86
Properties=species:S:1:pos:R:3:lowdin_charge:R:1
Ru -0.521 1.671 1.277 1.142
C -0.492 0.037 3.716 -0.158
C 0.965 0.402 3.957 -0.083
C 1.862 0.400 2.750 -0.252
C 3.102 -0.222 2.795 0.021
C 3.971 -0.111 1.725 -0.004
C 3.584 0.640 0.623 -0.017
C 2.335 1.219 0.638 -0.120
N 1.476 1.096 1.668 -0.043
N -1.273 1.172 3.154 -0.232
C -1.306 2.340 4.077 -0.067
C -0.573 3.509 3.520 -0.232
C -0.394 4.686 4.228 0.031
C 0.267 5.739 3.625 0.010
C 0.735 5.593 2.323 -0.004
C 0.519 4.398 1.679 -0.075
N -0.118 3.371 2.274 -0.036
C -2.658 0.747 2.790 -0.096
C -3.300 1.844 2.002 -0.257
C -4.589 2.299 2.184 0.029
C -5.065 3.294 1.338 0.006
C -4.234 3.795 0.348 -0.001
C -2.946 3.302 0.244 -0.076
N -2.487 2.354 1.064 -0.030
H -0.944 -0.269 4.665 0.149
H -0.580 -0.798 3.030 0.068
H 1.367 -0.290 4.696 0.138
H 1.040 1.394 4.413 0.129
H 3.385 -0.778 3.679 0.134
H 4.945 -0.581 1.759 0.132
H 4.240 0.784 -0.224 0.128
H 2.002 1.826 -0.195 0.113
H -0.896 2.052 5.046 0.148
H -2.345 2.625 4.255 0.150
H -0.777 4.773 5.237 0.142
H 0.416 6.667 4.160 0.137
H 1.257 6.393 1.819 0.132
H 0.862 4.232 0.664 0.122
H -3.252 0.480 3.667 0.154
H -2.564 -0.145 2.166 0.109
H -5.216 1.875 2.958 0.136
H -6.073 3.671 1.452 0.134
H -4.571 4.564 -0.333 0.129
H -2.259 3.673 -0.508 0.132
O -2.093 0.607 -1.182 0.133
B -0.819 0.465 -0.667 -0.980
O 0.139 0.871 -1.577 0.094
C -0.580 1.307 -2.700 -0.164
C -0.089 1.811 -3.885 0.034
C -1.048 2.141 -4.832 -0.033
C -2.415 1.976 -4.584 -0.031
C -2.889 1.480 -3.375 0.036
C -1.924 1.146 -2.448 -0.185
H 0.969 1.932 -4.071 0.134
H -0.730 2.530 -5.789 0.125
H -3.123 2.235 -5.359 0.124
H -3.943 1.340 -3.180 0.135
C -1.203 -5.780 -3.491 -0.079
C -1.294 -4.510 -2.652 -0.229
C -0.192 -4.492 -1.603 -0.134
N -0.353 -3.341 -0.675 0.072
C 0.177 -2.143 -0.732 -0.526
S -0.544 -1.041 0.506 1.097
N 1.160 -1.740 -1.502 0.163
C 1.760 -2.402 -2.725 -0.342
O 1.295 -2.063 -3.766 0.184
C 2.881 -3.308 -2.476 -0.187
C 3.446 -3.947 -3.583 0.012
C 4.492 -4.830 -3.400 -0.026
C 4.976 -5.074 -2.118 -0.024
C 4.421 -4.432 -1.016 -0.048
C 3.374 -3.545 -1.191 -0.031
H -1.984 -5.789 -4.249 0.087
H -1.328 -6.672 -2.875 0.087
H -0.242 -5.850 -4.003 0.083
H -2.268 -4.453 -2.158 0.118
H -1.194 -3.626 -3.289 0.111
H 0.788 -4.451 -2.063 0.103
H -0.218 -5.388 -0.984 0.144
H -1.130 -3.432 -0.035 0.140
H 1.305 -0.737 -1.520 0.124
H 3.053 -3.746 -4.571 0.133
H 4.932 -5.330 -4.251 0.125
H 5.790 -5.772 -1.976 0.125
H 4.808 -4.629 -0.026 0.116
H 2.945 -3.041 -0.334 0.106
```

Values from the calculation:
energy relative to the best compared isomer or geometry (same formula, charge and spin)	0.0	kcal per mole
HOMO energy	-15.994	eV
E	-2466.09381	Ha
gap between HOMO and LUMO	7.0	eV
charge	+3

=====

# 3
Molecular formula: C36H38BrIKN7O3S2
Method: DFT, the ωB97M-V functional and the def2-TZVPD basis

```
89
Properties=species:S:1:pos:R:3:lowdin_charge:R:1
K 0.954 0.144 0.652 0.645
C 3.227 -3.834 -6.854 -0.056
C 2.642 -3.488 -5.512 -0.277
C 2.734 -2.191 -5.010 -0.039
C 2.171 -1.857 -3.791 -0.048
C 1.506 -2.828 -3.053 -0.271
C 1.400 -4.121 -3.535 -0.050
C 1.971 -4.445 -4.758 -0.040
S 0.800 -2.393 -1.479 0.551
O -0.076 -3.498 -1.126 -0.323
O 1.909 -2.166 -0.561 -0.395
N 0.111 -1.003 -1.680 -0.191
C -0.967 -0.824 -2.508 -0.294
C -1.749 -1.813 -3.084 -0.030
C -2.865 -1.500 -3.880 -0.085
C -3.237 -0.209 -4.125 -0.068
C -2.461 0.841 -3.578 -0.170
C -2.760 2.202 -3.813 -0.026
C -1.959 3.174 -3.288 -0.063
C -0.856 2.778 -2.505 -0.168
N -0.558 1.533 -2.241 0.127
C -1.331 0.550 -2.776 -0.172
H 4.132 -3.259 -7.050 0.075
H 2.517 -3.613 -7.654 0.083
H 3.474 -4.894 -6.915 0.074
H 3.252 -1.433 -5.586 0.112
H 2.231 -0.846 -3.407 0.116
H 0.871 -4.860 -2.950 0.109
H 1.892 -5.459 -5.134 0.110
H -1.514 -2.850 -2.888 0.095
H -3.443 -2.314 -4.302 0.102
H -4.098 0.028 -4.738 0.102
H -3.620 2.453 -4.423 0.113
H -2.150 4.225 -3.464 0.100
H -0.203 3.535 -2.075 0.099
N -2.230 2.302 0.553 0.133
C -1.237 3.229 0.550 -0.713
N 0.018 2.943 0.618 0.062
C 0.780 4.098 0.679 -0.347
C 2.169 4.141 0.781 -0.026
C 2.800 5.370 0.852 -0.085
C 2.068 6.559 0.819 -0.095
C 0.687 6.535 0.709 -0.094
C 0.058 5.300 0.642 -0.487
S -1.645 4.941 0.541 1.071
H -1.928 1.348 0.411 0.066
H -3.090 2.540 0.085 0.100
H 2.732 3.218 0.810 0.114
H 3.878 5.412 0.931 0.103
H 2.583 7.509 0.874 0.101
H 0.118 7.454 0.680 0.107
C -0.160 -3.578 2.267 -0.061
N -1.459 -3.472 1.623 -0.128
C -1.872 -4.666 0.898 -0.071
C -1.844 -2.222 1.234 -0.503
O -1.121 -1.238 1.404 -0.071
N -3.090 -2.115 0.652 -0.132
C -4.230 -2.850 1.170 -0.058
C -3.427 -0.842 0.054 -0.055
H -0.136 -4.497 2.854 0.095
H -0.003 -2.731 2.928 0.014
H 0.641 -3.601 1.522 0.083
H -0.986 -5.160 0.503 0.082
H -2.495 -4.398 0.050 0.085
H -2.413 -5.360 1.548 0.087
H -3.910 -3.616 1.869 0.078
H -4.792 -3.323 0.362 0.092
H -4.903 -2.168 1.702 0.090
H -2.571 -0.465 -0.500 0.062
H -3.742 -0.108 0.807 0.090
H -4.242 -0.993 -0.656 0.098
C 0.543 3.961 4.015 -0.028
C 0.895 2.616 3.583 -0.235
N 1.147 1.557 3.222 0.167
H 1.229 4.680 3.566 0.083
H 0.600 4.029 5.100 0.083
H -0.471 4.191 3.688 0.088
Br 0.050 -1.148 5.471 0.755
C 1.565 -0.093 5.858 -0.761
C 1.430 0.891 6.830 -0.147
C 2.497 1.719 7.134 -0.091
C 3.707 1.558 6.474 -0.087
C 3.842 0.572 5.512 -0.163
C 2.772 -0.256 5.190 -0.772
I 3.046 -1.661 3.682 0.978
H 0.482 1.002 7.338 0.098
H 2.384 2.481 7.894 0.104
H 4.550 2.194 6.711 0.104
H 4.783 0.444 4.994 0.090
```

Values from the calculation:
energy relative to the best compared isomer or geometry (same formula, charge and spin)	6.9	kcal per mole
HOMO energy	-6.927	eV
E	-6271.78697	Ha
gap between HOMO and LUMO	7.2	eV

=====

# 4
Molecular formula: C36H38Cl2N3O2S4SeSn
Method: DFT, the ωB97M-V functional and the def2-TZVPD basis

```
87
Properties=species:S:1:pos:R:3:lowdin_charge:R:1
Sn -0.698 -1.232 0.515 0.594
S 0.645 -0.776 2.422 0.664
C 1.964 -1.987 2.136 -0.600
C 3.231 -1.510 1.930 -0.103
C 4.339 -2.382 1.832 -0.049
C 4.088 -3.696 1.709 -0.056
C 2.755 -4.157 1.698 -0.099
C 1.708 -3.356 1.996 -0.561
S 0.052 -3.940 1.901 0.921
C -0.564 -3.662 3.559 -0.392
C -2.083 -3.756 3.513 -0.338
C -2.796 -4.933 3.613 -0.030
C -4.151 -4.867 3.400 -0.040
C -4.753 -3.620 3.129 -0.010
C -3.961 -2.492 3.096 -0.348
C -4.504 -1.142 2.812 -0.368
S -3.565 -0.072 1.701 0.905
C -4.041 -0.318 0.019 -0.632
C -4.870 0.679 -0.519 -0.111
C -5.370 0.519 -1.782 -0.087
C -5.001 -0.523 -2.563 -0.091
C -4.130 -1.449 -2.085 -0.112
C -3.608 -1.365 -0.785 -0.634
S -2.401 -2.653 -0.341 0.642
N -2.626 -2.554 3.238 0.132
H 3.382 -0.440 1.952 0.096
H 5.306 -1.950 1.675 0.112
H 4.816 -4.389 1.391 0.104
H 2.653 -5.159 1.293 0.111
H -0.292 -2.662 3.918 0.049
H -0.126 -4.399 4.189 0.080
H -2.364 -5.864 4.004 0.130
H -4.830 -5.767 3.511 0.137
H -5.832 -3.601 3.008 0.117
H -4.321 -0.535 3.662 0.062
H -5.580 -1.144 2.593 0.108
H -5.044 1.527 0.153 0.112
H -6.018 1.291 -2.271 0.134
H -5.255 -0.528 -3.613 0.120
H -3.758 -2.296 -2.723 0.127
C -1.262 2.167 -4.351 -0.098
C 0.067 2.769 -3.840 -0.235
C 1.215 1.802 -3.939 -0.173
C 1.262 0.786 -2.845 -0.185
N 1.477 1.342 -1.517 0.009
C 0.582 1.624 -0.588 -0.572
Se -1.267 1.114 -0.711 0.828
N 1.180 2.246 0.469 0.003
C 0.624 2.834 1.688 -0.151
C 0.785 4.339 1.692 -0.193
C 0.235 5.061 0.473 -0.243
C 1.231 5.397 -0.641 -0.091
C 2.559 2.197 0.234 -0.131
C 3.661 2.530 1.084 0.010
C 4.883 2.239 0.558 -0.066
C 5.094 1.693 -0.741 -0.034
C 4.013 1.385 -1.559 0.012
C 2.747 1.677 -1.044 -0.141
H -1.979 2.911 -4.209 0.050
H -1.690 1.340 -3.805 0.042
H -1.289 1.930 -5.397 0.075
H -0.117 3.087 -2.798 0.089
H 0.213 3.637 -4.435 0.101
H 2.163 2.418 -3.890 0.135
H 1.179 1.197 -4.879 0.143
H 2.043 0.083 -2.938 0.092
H 0.344 0.210 -2.855 0.084
H 1.271 2.415 2.505 0.128
H -0.420 2.530 1.826 0.114
H 1.842 4.579 1.780 0.094
H 0.386 4.825 2.625 0.139
H -0.206 5.998 0.794 0.108
H -0.594 4.433 0.132 0.099
H 2.064 5.953 -0.208 0.077
H 0.789 6.068 -1.350 0.059
H 1.630 4.540 -1.288 0.083
H 3.434 3.064 1.971 0.100
H 5.745 2.558 1.113 0.107
H 6.108 1.562 -1.126 0.116
H 4.161 0.906 -2.481 0.108
Cl 0.684 -2.562 -3.883 0.630
C 1.748 -2.973 -2.497 -0.887
Cl 1.245 -4.506 -1.623 0.613
C 1.754 -1.900 -1.405 -0.713
O 2.744 -1.276 -1.056 0.094
O 0.530 -1.778 -0.991 -0.312
H 2.735 -3.292 -2.943 0.086
```

Values from the calculation:
energy relative to the best compared isomer or geometry (same formula, charge and spin)	6.3	kcal per mole
HOMO energy	-11.054	eV
E	-6838.11951	Ha
gap between HOMO and LUMO	7.7	eV
charge	+1

=====

# 5
Molecular formula: C36H38Cl2N6O2P2Pd
Method: DFT, the ωB97M-V functional and the def2-TZVPD basis

```
87
Properties=species:S:1:pos:R:3:lowdin_charge:R:1
Pd 0.502 -0.725 0.107 0.629
Cl 5.517 -2.078 4.978 0.798
C 4.076 -1.586 4.222 -0.645
C 4.083 -1.208 2.933 -0.013
C 2.871 -0.741 2.301 -0.185
N 2.781 -0.318 1.108 0.140
C 3.603 -0.660 0.034 -0.429
O 4.429 0.017 -0.505 0.156
C 3.190 -2.054 -0.396 -0.204
C 4.141 -2.932 -0.870 0.033
C 3.786 -4.268 -1.034 -0.003
C 2.507 -4.663 -0.693 -0.009
C 1.596 -3.706 -0.263 -0.109
N 1.915 -2.418 -0.141 0.015
C 1.571 -0.891 3.059 -0.167
C 1.649 -1.229 4.461 -0.023
C 2.827 -1.562 5.014 -0.639
Cl 2.901 -1.981 6.661 0.795
N 0.510 -0.887 2.334 0.101
C -0.765 -1.344 2.820 -0.401
O -1.212 -2.338 2.311 0.121
C -1.495 -0.545 3.846 -0.254
C -2.723 -1.010 4.294 0.025
C -3.395 -0.251 5.243 -0.018
C -2.813 0.922 5.688 -0.016
C -1.575 1.300 5.174 -0.100
N -0.921 0.583 4.268 0.100
H 5.009 -1.173 2.375 0.134
H 5.140 -2.571 -1.073 0.138
H 4.510 -4.986 -1.395 0.129
H 2.199 -5.697 -0.762 0.126
H 0.582 -3.976 -0.006 0.105
H 0.752 -1.235 5.060 0.116
H -3.122 -1.937 3.910 0.129
H -4.353 -0.574 5.626 0.124
H -3.301 1.543 6.427 0.120
H -1.093 2.210 5.509 0.121
C 1.402 -1.198 -3.156 -0.194
P 0.007 -0.783 -2.089 0.943
C -0.593 0.836 -2.625 -0.417
N -0.695 1.129 -3.897 0.165
C -1.379 2.256 -4.205 -0.184
C -1.505 2.651 -5.557 0.004
C -2.251 3.748 -5.867 -0.032
C -2.905 4.497 -4.853 -0.033
C -2.795 4.148 -3.541 0.004
C -2.015 3.022 -3.184 -0.182
N -1.860 2.704 -1.878 0.159
C -1.126 1.654 -1.609 -0.421
P -0.649 1.246 0.101 0.968
C -2.176 1.288 1.074 -0.191
C 0.402 2.685 0.618 -0.680
C 1.527 2.843 -0.409 -0.069
C -0.465 3.950 0.666 -0.069
C 0.991 2.436 2.008 -0.080
C -1.422 -1.901 -2.499 -0.682
C -1.519 -2.071 -4.019 -0.068
C -2.706 -1.274 -1.950 -0.071
C -1.211 -3.262 -1.837 -0.093
H 1.142 -0.968 -4.189 0.062
H 1.645 -2.258 -3.066 0.055
H 2.271 -0.606 -2.866 0.057
H -1.007 2.061 -6.315 0.124
H -2.355 4.057 -6.898 0.121
H -3.494 5.359 -5.135 0.120
H -3.277 4.711 -2.753 0.123
H -1.954 1.599 2.095 0.039
H -2.649 0.307 1.093 0.045
H -2.857 2.009 0.619 0.067
H 1.149 3.130 -1.391 0.085
H 2.121 1.931 -0.509 0.061
H 2.200 3.634 -0.074 0.104
H -0.969 4.158 -0.274 0.066
H 0.193 4.791 0.895 0.102
H -1.214 3.897 1.458 0.086
H 1.768 1.677 1.972 0.050
H 0.242 2.141 2.744 0.053
H 1.451 3.364 2.352 0.103
H -1.606 -1.117 -4.538 0.075
H -2.411 -2.660 -4.240 0.102
H -0.662 -2.610 -4.423 0.086
H -2.978 -0.355 -2.470 0.087
H -2.629 -1.070 -0.878 0.064
H -3.523 -1.985 -2.089 0.104
H -0.279 -3.733 -2.155 0.073
H -2.026 -3.924 -2.133 0.105
H -1.228 -3.177 -0.748 0.065
```

Values from the calculation:
HOMO energy	-13.889	eV
E	-3604.20854	Ha
gap between HOMO and LUMO	6.7	eV
charge	+2